Entry 1:
Formula: C5H6F2S
Source: the OMol25 dataset
Level of theory: wB97M-V/def2-TZVPD

Each line ends with the natural charge from an NBO analysis.
Atoms and positions in Å:
F 1.46 2.11 -0.19  -0.368
C 0.19 1.54 -0.25  0.071
C 0.21 0.08 0.15  -0.238
C -1.05 -0.64 0.16  -0.214
S -2.56 -0.03 -0.05  0.020
C 1.25 -0.40 1.16  -0.419
C 1.43 -0.73 -0.23  0.217
F 1.36 -2.04 -0.63  -0.334
H -0.51 2.07 0.40  0.186
H -0.14 1.67 -1.27  0.182
H -0.92 -1.72 0.33  0.207
H 1.83 0.34 1.71  0.252
H 0.89 -1.26 1.74  0.235
H 2.25 -0.17 -0.74  0.203

Output
gap between HOMO and LUMO = 8.61 eV
lowest unoccupied orbital energy = -0.376 eV
M = 136.2 g/mol
energy above the lowest of the compared OMol25 structures with the same formula, charge and spin = 116.5 kJ/mol



Entry 2:
Formula: C23H70O23
Source: the OMol25 dataset
Level of theory: wB97M-V/def2-TZVPD

Each line ends with the Mulliken spin population.
Atoms and positions in Å:
C 2.37 3.08 3.21  0.148
O 1.61 4.24 3.57  -0.044
H 2.97 3.17 2.30  -0.009
H 2.89 2.83 4.14  -0.049
H 1.62 2.30 3.04  -0.001
H 1.78 4.85 2.85  0.005
C -4.29 -1.82 -0.09  -0.005
C -4.51 -2.90 -1.16  0.003
O -5.93 -2.80 -1.43  -0.001
O -4.56 -2.05 1.23  -0.012
H -4.87 -0.93 -0.31  0.003
H -3.32 -1.36 -0.23  0.003
H -4.18 -3.87 -0.79  0.001
H -3.88 -2.69 -2.03  -0.001
H -6.32 -2.95 -0.57  0.000
H -4.17 -1.26 1.62  0.005
C 3.24 -5.09 2.07  1.153
C 2.74 -4.20 0.91  0.242
O 1.89 -4.97 0.08  -0.088
O 4.00 -6.23 1.78  -0.846
H 2.36 -5.54 2.53  0.234
H 3.58 -4.47 2.89  -0.139
H 3.60 -3.94 0.28  0.122
H 2.32 -3.30 1.35  -0.288
H 2.18 -5.88 0.03  0.000
H 4.16 -6.75 2.56  0.197
C 5.80 -1.92 1.76  0.091
C 5.17 -1.18 0.64  -0.182
O 5.71 0.14 0.58  -0.031
O 6.97 -2.54 1.34  -0.202
H 5.19 -2.73 2.16  0.432
H 6.24 -1.29 2.53  -0.028
H 4.09 -1.14 0.80  -0.086
H 5.36 -1.87 -0.18  -0.027
H 6.64 0.28 0.39  0.025
H 7.27 -3.01 2.12  0.002
C -0.78 4.85 -0.38  -0.004
C -0.08 5.93 -1.16  0.005
O 1.35 5.81 -1.11  -0.002
O -0.72 3.54 -0.87  0.008
H -1.86 5.01 -0.34  -0.001
H -0.28 4.92 0.58  0.003
H -0.35 6.96 -0.91  0.001
H -0.36 5.80 -2.20  0.000
H 1.56 5.02 -1.62  0.002
H -0.38 3.02 -0.15  0.006
C -0.31 -3.95 2.83  -0.498
C -0.93 -3.26 1.65  0.312
O -0.93 -1.85 1.73  -0.240
O -1.06 -3.84 4.01  -0.412
H 0.72 -3.70 3.06  0.556
H -0.28 -5.01 2.56  0.232
H -1.95 -3.58 1.42  0.051
H -0.37 -3.55 0.77  0.025
H -1.40 -1.69 2.56  -0.006
H -0.39 -3.94 4.69  0.079
C 4.45 0.35 -2.74  0.024
C 4.01 1.23 -4.00  -0.006
O 4.43 2.47 -3.74  -0.002
O 5.90 0.12 -2.73  -0.024
H 4.05 -0.67 -2.83  0.004
H 3.87 0.56 -1.84  0.012
H 2.94 1.13 -4.18  -0.004
H 4.64 0.92 -4.83  0.003
H 5.38 2.54 -3.79  -0.001
H 6.41 0.48 -2.00  0.008
C -3.21 1.71 -3.47  0.000
C -3.35 2.98 -4.34  0.000
O -4.67 3.45 -4.57  0.000
O -3.76 0.53 -4.14  0.000
H -3.75 1.65 -2.52  0.000
H -2.16 1.59 -3.19  0.000
H -2.80 2.95 -5.28  0.000
H -2.98 3.80 -3.72  0.000
H -5.14 2.88 -5.19  0.000
H -3.35 -0.29 -3.87  0.000
C -3.61 3.09 1.20  0.003
C -3.88 4.01 2.41  0.007
O -5.27 4.30 2.65  0.000
O -4.41 1.91 1.26  -0.004
H -2.54 2.90 1.04  -0.004
H -3.97 3.61 0.32  -0.001
H -3.29 4.92 2.42  0.001
H -3.58 3.45 3.30  0.000
H -5.58 3.40 2.81  0.000
H -5.04 2.05 0.55  0.001
C -1.08 -0.03 4.67  0.396
C -2.60 0.06 4.44  -0.022
O -3.01 -0.10 3.06  0.041
O -0.36 0.78 3.79  -0.407
H -0.63 -1.00 4.48  0.058
H -0.99 0.22 5.73  -0.078
H -3.11 1.01 4.57  -0.010
H -3.14 -0.64 5.08  -0.051
H -2.62 0.59 2.53  -0.024
H -0.14 1.55 4.31  0.142
C 0.33 -1.56 -4.89  0.002
C -0.79 -2.16 -4.19  -0.001
O -1.60 -1.19 -3.46  -0.001
O -0.11 -0.83 -5.93  0.000
H 1.04 -2.32 -5.22  -0.001
H 0.78 -0.99 -4.08  -0.002
H -0.36 -2.85 -3.47  0.005
H -1.48 -2.72 -4.82  -0.002
H -0.95 -0.69 -2.95  0.000
H -0.94 -1.21 -6.23  0.000
C 0.49 -0.65 -0.73  0.175
C 0.98 0.41 0.37  -0.017
O -0.11 1.27 0.70  0.120
O 0.37 0.09 -1.93  0.003
H -0.45 -1.14 -0.49  -0.033
H 1.12 -1.53 -0.65  0.045
H 1.76 1.12 0.10  -0.106
H 1.40 -0.06 1.25  -0.008
H -0.37 0.99 1.58  0.015
H -0.11 0.90 -1.72  -0.001

Output
⟨S²⟩ = 0.750
gap between HOMO and LUMO (spin up / spin down) = 1.92 / 9.57 eV
lowest unoccupied orbital energy (spin up / spin down) = 2.011 / 1.956 eV
2S+1 = 2
M = 714.8 g/mol
total charge = -1



Entry 3:
Formula: C54H65KN6O5S2Sb2
Source: the OMol25 dataset
Level of theory: wB97M-V/def2-TZVPD

Each line ends with the Löwdin charge.
Atoms and positions in Å:
K -0.69 2.04 -0.95  0.462
C -3.09 -1.31 -5.70  -0.105
C -3.71 -2.27 -4.91  -0.112
C -3.00 -2.85 -3.88  -0.077
C -1.68 -2.46 -3.61  -0.223
C -1.02 -1.51 -4.39  -0.295
C -1.77 -0.97 -5.45  -0.173
C -1.11 -3.12 -2.39  -0.244
C -0.76 -4.50 -2.44  0.001
C -0.45 -5.15 -1.29  -0.020
C -0.46 -4.45 -0.06  -0.167
C -0.26 -5.06 1.20  -0.059
C -0.30 -4.32 2.34  -0.102
C -0.50 -2.92 2.27  -0.090
C -0.69 -2.30 1.07  -0.008
C -0.72 -3.06 -0.13  -0.200
N -1.06 -2.43 -1.28  0.181
H -3.63 -0.83 -6.50  0.092
H -4.74 -2.55 -5.09  0.088
H -3.47 -3.60 -3.25  0.105
H -1.30 -0.24 -6.10  0.077
H -0.75 -5.01 -3.40  0.116
H -0.20 -6.21 -1.30  0.109
H -0.08 -6.13 1.24  0.104
H -0.17 -4.80 3.30  0.094
H -0.52 -2.34 3.19  0.097
H -0.84 -1.23 1.00  0.091
O 2.18 3.84 5.70  0.087
C 1.04 3.60 4.98  -0.469
O 0.06 4.26 5.18  0.129
C 1.16 2.46 4.04  -0.102
C 1.52 1.18 4.36  -0.049
N 1.47 0.48 3.21  0.002
N 1.08 1.22 2.17  0.130
C 0.90 2.43 2.65  -0.170
C 0.66 3.60 1.72  -0.675
O 1.23 4.65 2.04  0.016
O -0.03 3.34 0.70  -0.316
H 2.89 3.33 5.29  0.100
H 1.77 0.72 5.31  0.123
H 1.64 -0.50 3.07  0.133
C -3.69 -0.78 -0.90  -0.033
C -4.51 0.47 -1.03  -0.352
C -5.85 0.48 -0.59  -0.054
C -6.58 1.62 -0.71  -0.037
C -6.00 2.77 -1.31  -0.193
C -6.72 3.97 -1.48  -0.097
C -6.11 5.02 -2.10  -0.122
C -4.80 4.92 -2.57  -0.155
C -4.02 3.77 -2.45  -0.712
S -2.42 3.68 -3.08  0.457
C -4.65 2.66 -1.75  -0.244
N -3.94 1.52 -1.56  0.144
H -4.24 -1.65 -1.26  0.079
H -3.42 -0.98 0.14  0.050
H -2.77 -0.69 -1.48  0.061
H -6.29 -0.42 -0.16  0.101
H -7.61 1.67 -0.38  0.105
H -7.75 4.03 -1.12  0.088
H -6.65 5.96 -2.23  0.089
H -4.34 5.77 -3.07  0.080
C 0.39 1.29 -4.15  -0.332
Sb 1.13 -0.71 -4.51  1.329
C 1.69 -1.12 -2.49  -0.345
C 3.49 0.58 -4.81  -0.241
C 4.45 0.17 -3.84  -0.335
C 5.11 -1.09 -3.98  -0.089
C 6.03 -1.56 -3.07  -0.152
C 6.36 -0.80 -1.95  -0.162
C 5.73 0.42 -1.78  -0.113
C 4.78 0.92 -2.67  -0.296
C 4.17 2.26 -2.40  -0.326
Sb 2.62 2.45 -0.85  1.337
C 2.45 4.55 -1.30  -0.310
C 4.05 2.79 0.73  -0.317
H 0.53 1.91 -5.04  0.007
H 0.98 1.72 -3.34  -0.047
H -0.67 1.28 -3.90  -0.031
H 1.95 -2.17 -2.35  -0.003
H 0.87 -0.87 -1.81  -0.015
H 2.56 -0.51 -2.25  -0.045
H 3.18 1.61 -4.83  0.008
H 3.61 0.14 -5.80  0.006
H 4.87 -1.68 -4.86  0.092
H 6.51 -2.52 -3.24  0.077
H 7.10 -1.15 -1.23  0.064
H 5.97 1.03 -0.91  0.093
H 3.71 2.68 -3.29  0.032
H 4.94 2.97 -2.07  0.047
H 3.44 4.96 -1.56  -0.004
H 2.06 5.06 -0.42  -0.009
H 1.77 4.71 -2.13  0.002
H 4.84 3.43 0.34  -0.002
H 4.46 1.84 1.07  -0.029
H 3.54 3.29 1.56  -0.013
C -4.86 -1.70 5.21  -0.118
C -4.30 -0.42 4.58  -0.302
C -3.83 -0.66 3.15  -0.348
S -2.58 0.56 2.62  0.901
O -1.78 0.89 3.84  -0.514
C -3.73 1.92 2.30  -0.334
C -3.02 3.27 2.26  -0.272
C -4.00 4.38 1.90  -0.085
H -5.16 -1.52 6.24  0.065
H -4.10 -2.49 5.21  0.069
H -5.73 -2.07 4.67  0.070
H -3.46 -0.05 5.16  0.096
H -5.07 0.35 4.60  0.101
H -4.64 -0.62 2.42  0.086
H -3.33 -1.63 3.06  0.074
H -4.52 1.91 3.05  0.090
H -4.17 1.70 1.32  0.074
H -2.22 3.25 1.51  0.087
H -2.55 3.46 3.22  0.112
H -4.43 4.22 0.90  0.065
H -3.50 5.34 1.89  0.077
H -4.83 4.43 2.61  0.069
N 3.33 -0.61 0.18  0.216
C 3.80 -1.45 0.80  -0.253
N 4.35 -2.46 1.49  -0.106
C 5.75 -2.30 1.89  -0.160
C 6.01 -3.15 3.12  -0.188
C 5.65 -4.61 2.84  -0.211
C 4.20 -4.72 2.36  -0.188
C 3.96 -3.82 1.16  -0.154
H 5.95 -1.25 2.06  0.128
H 6.40 -2.63 1.07  0.123
H 5.39 -2.77 3.94  0.114
H 7.06 -3.06 3.42  0.108
H 5.80 -5.23 3.73  0.103
H 6.31 -4.99 2.06  0.111
H 3.53 -4.41 3.17  0.113
H 3.95 -5.75 2.10  0.109
H 2.91 -3.82 0.87  0.121
H 4.54 -4.18 0.30  0.132

Output
gap between HOMO and LUMO = 4.08 eV
lowest unoccupied orbital energy = 3.270 eV
M = 1224.9 g/mol
total charge = -2
energy above the lowest of the compared OMol25 structures with the same formula, charge and spin = 238.3 kJ/mol



Entry 4:
Formula: C4H6P2
Source: the OMol25 dataset
Level of theory: wB97M-V/def2-TZVPD

Each line ends with the Mulliken spin population.
Atoms and positions in Å:
C 0.55 -0.55 -0.39  -0.188
C 1.74 -0.70 0.35  0.509
C -0.37 0.46 -0.16  0.388
C -1.64 0.36 -0.85  -0.027
P 2.39 0.08 1.79  -0.114
P 1.30 1.49 2.69  1.270
H 0.18 -1.48 -0.99  0.007
H 2.26 -1.67 0.13  0.011
H -1.52 -0.14 -1.75  0.015
H -2.21 1.23 -0.92  0.006
H -2.50 -0.37 -0.40  0.059
H -0.17 1.30 0.51  0.063

Output
⟨S²⟩ = 2.102
gap between HOMO and LUMO (spin up / spin down) = 7.67 / 7.41 eV
lowest unoccupied orbital energy (spin up / spin down) = -0.271 / -1.574 eV
2S+1 = 3
M = 116.0 g/mol
energy above the lowest of the compared OMol25 structures with the same formula, charge and spin = 39.2 kJ/mol



| no. | total energy (Eh) |
| --- | --- |
| 1 | -791.97417 |
| 2 | -2648.45538 |
| 3 | -4678.29432 |
| 4 | -838.57574 |